# 1
C5H11O2 | the ωB97M-V functional and the def2-TZVPD basis

```
18
Properties=species:S:1:pos:R:3:forces:R:3
C -1.928270 0.977373 2.524161 0.0 0.0 0.5
C -1.337028 0.199626 1.381803 1.1 -1.3 -0.7
H -3.018849 1.013020 2.490203 -0.1 0.0 -0.1
H -1.660472 0.471910 3.457952 -0.1 0.2 0.1
H -1.582153 2.011469 2.577599 0.2 -0.1 0.0
H -0.317388 -0.185013 1.523515 0.0 0.7 0.6
H -1.158386 0.723887 0.442352 -0.7 0.1 0.1
H -1.827918 -0.770228 1.228073 -0.7 0.4 -0.3
C 0.836847 -0.071024 -1.736753 -1.1 -0.4 0.6
C 1.219593 -1.529040 -1.954743 1.0 -0.5 -0.8
C 1.827801 0.714015 -0.850607 0.7 -0.5 -0.1
O 1.404216 1.057687 0.269517 -0.2 0.4 0.3
O 2.986819 0.837809 -1.310837 -0.1 0.1 -0.2
H 0.610906 0.429098 -2.665433 0.5 0.3 -0.6
H -0.131780 -0.081607 -1.231709 0.0 0.1 0.1
H 0.797310 -2.220270 -1.222114 0.1 0.2 0.1
H 2.312443 -1.655355 -1.976190 -0.1 0.2 0.4
H 0.966315 -1.923361 -2.946787 -0.5 0.2 0.0
```
Forces are in eV/Å.

## Properties
Relative energy (zero: lowest compared OMol25 entry of this formula, charge and spin): 49.2 kJ/mol
HOMO energy: -3.9 eV
Net charge: -1
Lowest unoccupied orbital energy: 3.923 eV


# 2
C23H47Br16O3S2 | the ωB97M-V functional and the def2-TZVPD basis

```
91
Properties=species:S:1:pos:R:3:forces:R:3
C -2.454433 -2.396274 -4.314401 0.1 -0.5 -0.4
O -2.684214 -1.213228 -5.088590 0.0 0.1 0.5
C -1.932026 -0.101589 -4.669057 0.3 0.3 -0.5
C -0.586548 -0.051586 -5.438031 -1.4 -0.1 0.2
C -0.904645 0.169617 -6.928017 -0.5 -0.5 0.7
S -0.237000 1.641680 -7.760579 1.0 0.2 -1.1
S -1.950449 2.740532 -8.152533 -0.6 0.0 0.5
C 0.776312 2.797179 -6.749478 0.3 0.8 0.8
O 1.946653 2.232294 -6.196330 -0.6 1.2 -0.9
C 2.741602 3.391032 -5.764443 1.3 0.3 -0.7
C 3.887088 3.667640 -6.723722 -0.7 -0.8 0.6
O 2.507346 4.053635 -4.814732 -0.6 -0.3 -0.5
H -1.776186 -2.228368 -3.472769 -0.2 0.1 -0.1
H -2.013253 -3.163170 -4.961646 0.0 0.1 0.1
H -3.405165 -2.795899 -3.953935 0.1 0.2 0.1
H -1.730996 -0.072196 -3.592646 -0.1 -0.2 -0.1
H -2.520901 0.787612 -4.934039 0.1 0.0 0.2
H 0.012487 0.715937 -4.967578 0.2 -0.2 -0.3
H -0.163294 -1.053854 -5.345229 0.5 0.3 0.1
H -1.994885 0.204258 -7.046690 0.1 0.2 -0.2
H -0.582374 -0.704333 -7.497669 0.3 0.5 -0.4
H -1.466564 3.858525 -8.763192 0.5 -0.4 0.0
H 0.178747 3.340622 -6.003986 -0.2 -0.5 0.0
H 1.089518 3.560268 -7.482005 -0.5 -0.3 -0.4
H 3.501541 4.371176 -7.466533 0.3 0.0 0.0
H 4.688721 4.104339 -6.131839 0.0 0.1 -0.3
H 4.181349 2.730628 -7.197000 0.2 0.2 -0.1
Br -0.791863 -5.419010 -2.542378 0.0 0.1 -0.1
C 0.560925 -4.408318 -1.569846 0.0 -0.3 0.0
C 0.007163 -3.804140 -0.310018 0.1 0.2 0.0
Br -1.087137 -2.241238 -0.698493 -1.0 -0.5 0.3
H 0.950200 -3.663490 -2.256920 0.0 0.0 0.1
H 1.342245 -5.127746 -1.333839 0.0 0.0 0.1
H 0.813362 -3.440694 0.324592 0.0 0.0 0.0
H -0.614680 -4.489252 0.257192 0.0 0.0 -0.1
Br 2.791069 -4.940276 2.387907 0.0 0.1 -0.1
C 3.485875 -3.332105 3.238032 0.0 -0.2 0.1
C 2.383106 -2.510765 3.848791 0.0 0.2 -0.1
Br 1.391457 -1.532319 2.488347 0.0 -0.1 0.3
H 4.046036 -2.792808 2.480742 0.0 0.0 0.0
H 4.167442 -3.687724 4.008215 0.0 0.0 0.0
H 2.793058 -1.746427 4.506541 0.0 0.0 0.0
H 1.661677 -3.106618 4.398709 0.1 0.0 0.0
Br 1.667032 1.599882 -3.635168 0.3 -0.7 1.8
C 2.891756 1.395281 -2.129272 0.0 0.0 -0.1
C 3.051656 -0.061043 -1.789524 0.0 0.0 0.6
Br 1.478570 -0.723221 -0.845995 0.8 0.4 -0.7
H 2.495380 1.983366 -1.307460 0.0 -0.1 0.0
H 3.834349 1.829054 -2.458268 0.0 0.0 -0.1
H 3.891763 -0.209831 -1.112678 0.0 0.1 0.0
H 3.182758 -0.689354 -2.665083 0.0 0.1 0.0
Br -0.339546 5.525377 -10.748511 -0.1 -0.2 0.1
C -0.300234 3.761722 -11.588128 0.2 0.0 0.2
C 0.454362 3.788823 -12.890707 -0.2 0.0 -0.3
Br -0.604281 4.595316 -14.302913 0.1 0.0 0.1
H -1.332235 3.444053 -11.702381 0.0 0.0 -0.1
H 0.200835 3.112344 -10.870777 0.0 0.0 -0.1
H 0.663791 2.776018 -13.228526 0.0 0.0 0.1
H 1.382443 4.348551 -12.829830 0.0 0.0 0.1
Br 2.670006 -4.955109 7.645841 0.0 0.1 -0.1
C 2.320733 -3.096388 8.097089 0.1 -0.2 0.2
C 0.852290 -2.842425 8.305251 -0.1 0.2 -0.1
Br -0.103787 -2.759111 6.611742 -0.1 0.0 0.1
H 2.743266 -2.494622 7.298456 -0.1 0.1 0.0
H 2.872421 -2.914853 9.017246 0.0 0.0 0.0
H 0.696747 -1.868765 8.770323 0.1 0.0 0.0
H 0.366415 -3.607690 8.902183 0.1 -0.1 0.0
Br -1.609387 2.473592 6.783354 0.1 0.1 0.1
C -1.133935 0.729268 7.501701 -0.3 0.1 -0.2
C -1.506744 0.606579 8.953322 0.2 -0.1 0.1
Br -0.252161 1.560787 10.098930 0.0 0.0 0.0
H -0.072304 0.593062 7.320875 0.0 0.0 0.0
H -1.694660 0.014230 6.903878 0.0 0.0 0.0
H -1.451618 -0.429810 9.279707 -0.1 0.0 -0.1
H -2.495058 0.997923 9.171963 0.0 0.0 0.0
Br -4.349593 1.665382 4.065451 0.0 0.0 0.0
C -4.600204 3.535657 4.529875 -0.1 -0.2 0.1
C -5.077035 4.340801 3.351073 0.1 0.2 0.0
Br -3.630887 4.705093 2.099829 0.0 -0.1 0.0
H -3.655383 3.888921 4.930809 0.0 0.0 0.0
H -5.349415 3.536143 5.318751 0.0 0.0 0.0
H -5.427573 5.318539 3.674628 0.0 0.0 0.0
H -5.861316 3.843697 2.789665 0.0 0.0 0.0
Br -0.116184 -4.846411 11.436568 0.0 0.1 -0.1
C -0.466803 -2.983833 11.880521 0.1 -0.3 0.2
C -1.936281 -2.732813 12.078817 -0.1 0.3 -0.1
Br -2.878741 -2.652506 10.375730 0.0 -0.1 0.0
H -0.040516 -2.381699 11.083876 -0.1 0.1 0.0
H 0.081291 -2.801164 12.802218 0.0 0.0 0.0
H -2.098211 -1.761885 12.542483 0.1 0.0 0.0
H -2.422137 -3.500480 12.672161 0.1 0.0 0.0
```
Forces are in eV/Å.

## Properties
HOMO energy: -11.1 eV
Net charge: +1
Lowest unoccupied orbital energy: -3.965 eV


# 3
C19H37CdNO3SSi | the ωB97M-V functional and the def2-TZVPD basis

```
63
Properties=species:S:1:pos:R:3:forces:R:3
C -0.654228 -2.217162 0.553624 0.2 0.3 0.3
C -1.330853 -1.488930 1.572717 0.1 0.0 0.2
C -0.354508 -0.937660 2.459317 0.3 -0.7 -1.0
C 0.929923 -1.311770 1.971928 -0.9 -0.8 -0.6
C 0.740055 -2.120796 0.790330 -0.3 0.8 1.2
Cd 0.136370 0.805650 -1.874602 2.7 -0.9 -0.8
N 0.664842 -0.889007 -3.998832 -0.9 -1.1 2.4
C -1.999429 0.928735 -1.212875 0.3 -3.1 -3.6
C -2.497687 1.634921 -0.181210 1.1 0.2 2.9
H -0.548767 -0.338421 3.336877 -0.1 0.1 0.1
H -2.422865 -1.376966 1.670295 0.6 -0.1 -0.1
H 1.886040 -1.028711 2.398037 -0.1 0.0 -0.1
H 1.530386 -2.538739 0.181602 0.0 0.0 -0.1
H -1.118210 -2.746832 -0.281447 0.1 0.1 0.2
H -2.604859 1.143039 0.848081 0.1 0.1 -1.8
H -1.817389 1.207879 -2.333561 -1.5 0.7 2.0
H 0.425698 -1.756138 -3.316108 0.6 2.0 -1.6
H -2.195760 2.681007 0.035353 -1.1 -0.3 -1.1
H -1.653116 -0.240374 -1.275833 -2.0 2.1 1.2
C 2.865195 4.026805 -4.076516 0.0 0.3 -0.3
C 3.324135 3.064710 -2.980940 -1.1 -0.1 0.7
C 3.065365 1.620318 -3.427622 -0.2 -0.5 -0.3
C 4.803424 3.180891 -2.670179 0.9 0.3 -0.2
O 2.535940 3.502698 -1.825716 0.6 -0.7 -0.2
Si 2.369072 2.862207 -0.268925 0.2 0.7 -1.1
S 2.061838 0.836480 -0.301368 0.9 0.1 0.8
O 3.626144 3.550239 0.613744 1.0 0.1 0.5
C 4.938377 3.421663 1.253990 -1.3 0.0 -0.6
C 5.234339 1.945502 1.424662 0.4 -0.5 0.2
C 6.015127 4.151920 0.450612 0.5 0.1 -0.5
C 4.919791 4.139986 2.601942 -0.1 0.0 0.6
O 1.001003 3.702725 0.141267 -0.5 0.5 1.7
C 0.404208 3.959430 1.509104 1.0 -0.3 -2.3
C -0.204158 2.687423 2.025061 -0.4 -0.8 0.6
C 1.486566 4.497476 2.415441 0.4 0.5 0.9
C -0.651343 5.010895 1.247129 -0.5 0.6 -0.2
H 3.409598 3.823201 -5.019267 -0.3 0.1 0.3
H 3.049694 5.074236 -3.760964 -0.1 -0.5 -0.2
H 1.775341 3.898664 -4.252860 0.7 0.0 0.1
H 3.682570 1.427533 -4.331390 -0.3 0.1 0.4
H 3.323731 0.867567 -2.663256 0.0 0.5 -0.3
H 2.019713 1.375581 -3.709096 0.5 0.4 0.1
H 5.055333 4.179693 -2.263014 -0.2 -0.5 -0.1
H 5.117495 2.393016 -1.951191 -0.3 0.5 -0.4
H 5.401893 3.036749 -3.602522 -0.4 0.0 0.6
H 5.212076 1.408159 0.457246 0.0 0.3 0.4
H 6.241072 1.830417 1.883194 -0.5 -0.1 -0.2
H 4.477150 1.476499 2.083236 0.4 0.2 -0.4
H 5.726750 5.210001 0.293392 0.0 -0.6 -0.1
H 6.963971 4.164424 1.031326 -0.5 -0.1 -0.3
H 6.233438 3.667631 -0.517712 -0.2 0.3 0.5
H 4.630522 5.201429 2.484508 0.0 -0.5 0.0
H 4.257242 3.647121 3.334174 0.2 0.3 -0.4
H 5.945290 4.127541 3.022208 -0.5 0.0 -0.1
H 0.556281 1.906717 2.223793 -0.4 0.4 -0.2
H -0.731971 2.911789 2.979334 0.2 -0.2 -0.4
H -0.945889 2.244696 1.323510 0.9 0.4 0.6
H 2.063268 5.314756 1.936545 -0.3 -0.6 0.1
H 1.023320 4.919548 3.328288 0.1 -0.2 -0.3
H 2.178993 3.706700 2.753962 -0.3 0.4 -0.4
H -0.205370 5.924660 0.807159 -0.1 -0.5 0.2
H -1.426828 4.636096 0.552498 0.4 0.2 0.3
H -1.140263 5.288319 2.196925 0.1 -0.1 -0.3
```
Forces are in eV/Å.

## Properties
HOMO energy (spin up / spin down): 0.2 / -0.2 eV
Net charge: -2
Lowest unoccupied orbital energy (spin up / spin down): 4.321 / 4.317 eV


# 4
C3H12O3 | the ωB97M-V functional and the def2-TZVPD basis

```
18
Properties=species:S:1:pos:R:3:forces:R:3
C 1.393933 -0.150016 -0.104779 -0.1 -0.3 1.3
C -0.099066 0.279137 0.075054 2.1 -0.9 -2.1
C -1.069797 -0.899013 -0.346377 -3.3 4.0 7.2
O -0.498536 1.427889 -0.570519 0.5 1.1 0.2
H 1.980968 0.082516 0.767169 -0.2 -0.1 1.0
H 2.109956 0.265368 -0.777448 -0.6 0.9 -1.7
H 1.517453 -1.240792 -0.177697 -0.6 0.3 0.0
H -0.249582 0.518017 1.214520 -0.1 -0.4 -0.7
H -1.180803 -1.427185 0.607339 0.8 -1.1 -0.7
H -0.864999 -1.357038 -1.181604 1.7 -2.5 -4.3
H -2.124104 -0.534466 -0.328034 0.7 0.3 -0.7
H 0.182694 2.126796 -0.837033 -0.4 -1.3 0.5
H 1.692790 0.289285 3.289184 0.6 1.2 0.8
H 1.396706 -1.182365 3.538948 -0.1 1.0 -1.1
O 1.358682 -0.466387 2.845863 -0.6 -2.1 0.5
H -2.147754 0.023665 -3.041034 0.7 1.5 1.1
H -1.485896 1.271956 -2.102654 0.3 -0.5 1.6
O -1.912650 0.972633 -2.870901 -1.4 -1.0 -3.0
```
Forces are in eV/Å.

## Properties
Relative energy (zero: lowest compared OMol25 entry of this formula, charge and spin): 158.7 kJ/mol
HOMO energy (spin up / spin down): -15.3 / -15.0 eV
Spin multiplicity: 2
Net charge: +1
Lowest unoccupied orbital energy (spin up / spin down): -3.575 / -9.841 eV


# 5
C2H9N4 | the ωB97M-V functional and the def2-TZVPD basis

```
15
Properties=species:S:1:pos:R:3:forces:R:3
C -0.581093 -1.593808 -0.227825 1.6 4.0 2.1
C 0.685442 2.690286 -0.080482 -0.3 -1.0 2.0
N 0.180087 -0.748892 0.463209 0.4 -2.7 0.2
N -1.615323 -1.102990 -0.912277 0.0 -2.0 -0.4
N 0.079808 1.683736 -0.546468 -0.1 0.5 0.0
N 1.082218 -1.370519 1.378651 0.9 -0.8 0.1
H -0.173071 -2.561009 0.037723 -1.3 -1.0 -1.4
H 0.506039 3.658154 -0.433533 0.2 1.5 -0.7
H 1.212494 2.592586 0.897253 0.1 0.0 -1.0
H 0.199504 0.305100 0.373812 -0.4 -0.5 -0.5
H -2.088905 -1.781562 -1.498413 -0.3 0.6 0.1
H -2.055254 -0.222322 -0.675096 0.2 -0.3 -0.1
H -0.512521 1.960168 -1.327265 0.1 -0.2 -0.3
H 2.077785 -1.059563 1.215271 -1.6 -0.6 -0.1
H 1.002790 -2.449365 1.335439 0.4 2.5 0.1
```
Forces are in eV/Å.

## Properties
Relative energy (zero: lowest compared OMol25 entry of this formula, charge and spin): 288.2 kJ/mol
HOMO energy: -13.5 eV
Net charge: +1
Lowest unoccupied orbital energy: -3.408 eV


# 6
C3H3Br9 | the ωB97M-V functional and the def2-TZVPD basis

```
15
Properties=species:S:1:pos:R:3:forces:R:3
C 1.726248 1.126021 1.070785 1.1 0.6 1.7
Br 1.873778 2.981794 0.357307 0.0 -1.7 0.2
Br 1.876603 1.171236 3.043280 2.1 2.6 -0.2
Br 2.857161 -0.328845 0.312311 0.4 1.7 0.2
H 0.710473 0.750685 0.946654 1.2 1.1 0.3
C -1.647136 0.350691 -1.984682 -5.3 1.8 -5.5
Br -2.600821 -1.036227 -1.019742 -4.7 -1.1 -3.5
Br -2.536997 2.103480 -1.818886 -0.1 -0.3 -0.4
Br -1.286622 -0.179236 -3.848675 -0.1 0.3 0.8
H -0.718110 0.541882 -1.447614 -0.8 3.1 -8.1
C 0.073109 -1.525975 0.810487 -0.5 -0.8 1.6
Br -0.537325 -0.018792 -0.228765 7.9 -4.7 13.2
Br -1.170856 -3.073204 0.739656 0.8 0.1 0.0
Br 0.329401 -1.090715 2.670578 -1.3 -2.2 -0.4
H 1.051094 -1.772797 0.397305 -0.7 -0.5 0.1
```
Forces are in eV/Å.

## Properties
Relative energy (zero: lowest compared OMol25 entry of this formula, charge and spin): 964.2 kJ/mol
HOMO energy: -8.3 eV
Net charge: 0
Lowest unoccupied orbital energy: -0.670 eV


| no. | E (eV) |
| --- | --- |
| 1 | -9459.5188 |
| 2 | -1173097.6699 |
| 3 | -51210.0587 |
| 4 | -9436.4135 |
| 5 | -8171.8395 |
| 6 | -633531.0362 |